# C42H43N3O2

A cluster of 2 separate species, C42H43N3O2 in total at a distorted geometry (ωB97M-V with the def2-TZVPD basis set, OMol25).

Last column: Löwdin charge in e.
Positions of all 90 atoms, in Å:
C  6.98391  1.86828  4.56679  -0.065
N  6.13852  0.69925  4.47919  -0.191
C  6.81284  -0.58172  4.48311  -0.052
C  4.77638  0.83022  4.48056  -0.200
C  3.90653  -0.30898  4.62716  -0.012
C  2.55041  -0.11376  4.82688  -0.024
C  1.97044  1.17404  4.80599  -0.206
C  0.53621  1.32329  4.90012  0.015
C  -0.22016  2.16481  4.09300  -0.033
C  -1.32333  1.98341  3.19667  -0.074
C  -1.66238  3.14883  2.38695  -0.179
C  -0.66625  4.01007  1.86906  -0.023
C  -0.95360  4.99280  0.94087  -0.015
C  -2.30069  5.22254  0.52593  -0.217
N  -2.61925  6.17347  -0.39862  -0.197
C  -3.92588  6.22965  -1.02646  -0.070
C  -1.68739  7.17913  -0.90417  -0.050
C  -3.33803  4.48053  1.18206  -0.012
C  -3.01737  3.46143  2.07260  -0.029
C  -2.12161  0.76249  3.11866  -0.151
C  -1.99055  -0.23813  4.10670  -0.030
C  -2.52878  -1.51014  3.99201  -0.008
C  -3.58990  -1.74896  3.07486  -0.221
N  -4.48174  -2.77864  3.25677  -0.180
C  -5.87948  -2.67935  2.79833  -0.056
C  -4.28930  -3.82006  4.26894  -0.060
C  -3.81956  -0.73641  2.09516  -0.026
C  -3.07050  0.44107  2.08435  -0.017
C  2.81825  2.28356  4.53444  -0.001
C  4.18936  2.13077  4.40967  -0.015
H  6.57903  2.57813  5.29372  0.087
H  7.98260  1.56236  4.88753  0.088
H  7.03297  2.40003  3.60689  0.096
H  6.11775  -1.38312  4.71868  0.062
H  7.26633  -0.80104  3.50835  0.097
H  7.60642  -0.61785  5.23364  0.090
H  4.31193  -1.33449  4.62766  0.096
H  1.92049  -0.98091  4.99464  0.117
H  0.07995  0.72250  5.68584  0.088
H  0.05676  3.22054  4.22995  0.118
H  0.36978  3.84854  2.14025  0.109
H  -0.14095  5.61016  0.56462  0.090
H  -4.22065  5.25913  -1.43548  0.094
H  -4.71364  6.57155  -0.34817  0.087
H  -3.84394  6.94823  -1.84290  0.077
H  -0.64383  6.91215  -0.71893  0.068
H  -1.85709  7.25292  -1.98516  0.083
H  -1.89224  8.16426  -0.45240  0.097
H  -4.39685  4.71973  1.00367  0.103
H  -3.82406  2.89573  2.56100  0.125
H  -1.44623  -0.01610  5.01193  0.089
H  -2.25506  -2.26516  4.72314  0.093
H  -6.22243  -1.63856  2.82750  0.088
H  -6.02484  -3.07472  1.77959  0.090
H  -6.49050  -3.27465  3.48950  0.080
H  -3.32876  -3.77366  4.78900  0.069
H  -5.09058  -3.74672  5.02160  0.087
H  -4.35494  -4.81706  3.81170  0.090
H  -4.62210  -0.87539  1.35985  0.104
H  -3.23514  1.12916  1.25055  0.109
H  2.36096  3.27524  4.49108  0.120
H  4.82164  3.01475  4.28095  0.099
C  -4.44386  -0.82372  9.04906  -0.099
C  -3.44190  -0.15644  9.76638  -0.086
C  -2.53971  0.66934  9.08176  -0.043
C  -2.67547  0.92583  7.70862  -0.138
C  -1.90946  2.07393  7.05515  -0.425
C  -0.55206  2.29902  7.46402  -0.050
C  -0.03609  3.66423  7.57493  -0.329
C  0.05502  4.32935  8.96476  -0.114
C  -0.64369  3.86576  10.09976  -0.025
C  -0.72151  4.59842  11.30052  -0.085
C  -0.08230  5.83473  11.41094  -0.099
C  0.68179  6.29926  10.33035  -0.089
C  0.74295  5.56558  9.13567  -0.027
O  0.33951  4.32561  6.58834  0.042
O  -2.52234  2.78395  6.22893  0.013
C  -3.71304  0.27277  7.00867  -0.037
C  -4.52844  -0.65849  7.65406  -0.089
H  -5.12326  -1.50730  9.56547  0.096
H  -3.33993  -0.31237  10.84579  0.101
H  -1.73509  1.13904  9.64117  0.081
H  0.07727  1.47352  7.89392  0.124
H  -1.16850  2.91084  10.06349  0.078
H  -1.26744  4.18417  12.15666  0.102
H  -0.16184  6.40727  12.33406  0.098
H  1.23516  7.23716  10.42479  0.099
H  1.33501  5.97866  8.31712  0.108
H  -3.89520  0.47944  5.95198  0.108
H  -5.23249  -1.25037  7.05911  0.095

Atoms 1-2, force components in eV/Å:
-0.16 0.25 -0.17
-0.03 -0.18 0.22

Molecular weight = 621.83 g mol⁻¹
LUMO = -0.047 Eh
HOMO level = -6.3 eV
Energy above the lowest of the compared OMol25 structures with the same formula, charge and spin = 1.157 eV
Kohn-Sham gap = 5.0 eV


# C42H44BCoF15GeN2P2S

A structure of composition C42H44BCoF15GeN2P2S (ωB97M-V with the def2-TZVPD basis set, OMol25).

Last column: Löwdin charge in e.
Positions of all 109 atoms, in Å:
Co  0.37299  -0.57418  -0.28707  0.408
C  -0.81905  -4.54512  -0.38712  -0.087
C  -1.81290  -3.57604  0.26693  -0.693
C  -2.64835  -2.92054  -0.84313  -0.104
C  -2.73113  -4.31560  1.24263  -0.071
P  -0.85389  -2.16729  1.01311  1.109
C  -2.16338  -1.12270  1.85122  -0.236
N  -2.03401  0.22958  1.34184  0.000
B  -0.89321  0.68846  0.62368  -0.634
N  -1.30151  1.87595  -0.05985  -0.016
C  -0.56473  2.32230  -1.23312  -0.227
P  -0.25460  0.77237  -2.25864  1.131
C  -1.68775  0.77795  -3.47032  -0.673
C  -2.91418  0.33999  -2.65400  -0.071
C  -1.46615  -0.24883  -4.58659  -0.088
C  -1.96327  2.14883  -4.08978  -0.073
C  1.42284  1.00353  -3.06693  -0.688
C  1.54522  2.22771  -3.97767  -0.071
C  1.82503  -0.28009  -3.81374  -0.089
C  2.40823  1.15133  -1.89754  -0.138
C  -2.64139  2.14795  0.26827  -0.191
C  -3.49218  3.15887  -0.13991  -0.020
C  -4.80778  3.13997  0.31501  -0.084
C  -5.25573  2.13895  1.16711  -0.085
C  -4.39843  1.12547  1.59024  -0.009
C  -3.09361  1.13727  1.13000  -0.160
C  0.34244  -2.69674  2.36116  -0.670
C  1.69767  -2.88565  1.65365  -0.102
C  0.47242  -1.55589  3.38089  -0.094
C  -0.03637  -3.97343  3.11282  -0.076
H  -1.36896  -5.31627  -0.93530  0.097
H  -0.19009  -5.05007  0.34753  0.066
H  -0.16954  -4.02899  -1.10118  0.078
H  -3.16678  -3.70077  -1.40854  0.100
H  -2.01434  -2.36425  -1.53852  0.049
H  -3.40656  -2.23712  -0.45133  0.084
H  -3.43151  -4.92768  0.66692  0.096
H  -3.32558  -3.64006  1.86173  0.079
H  -2.17773  -4.98232  1.89874  0.068
H  -2.04854  -1.17847  2.93358  0.093
H  -3.15152  -1.51069  1.60630  0.083
H  0.40015  2.74031  -0.94542  0.076
H  -1.11105  3.08922  -1.77444  0.084
H  -2.78798  -0.66872  -2.25574  0.051
H  -3.79209  0.33785  -3.30739  0.103
H  -3.12713  1.01331  -1.82072  0.071
H  -1.14563  -1.22128  -4.20295  0.083
H  -0.74307  0.09974  -5.32213  0.074
H  -2.41400  -0.39517  -5.11196  0.094
H  -2.33269  2.87228  -3.36139  0.072
H  -2.75229  2.02321  -4.83727  0.099
H  -1.09677  2.57178  -4.59455  0.069
H  1.01921  2.08235  -4.92149  0.076
H  2.60013  2.39890  -4.21769  0.095
H  1.16590  3.13556  -3.49939  0.087
H  1.25930  -0.44494  -4.72229  0.063
H  1.71582  -1.16463  -3.17741  0.072
H  2.88106  -0.20682  -4.09192  0.095
H  2.26598  2.07340  -1.33000  0.058
H  3.43244  1.14738  -2.28017  0.093
H  2.35824  0.30548  -1.19514  0.036
H  -3.14515  3.95263  -0.79449  0.113
H  -5.49281  3.91930  0.00460  0.106
H  -6.28122  2.15304  1.51297  0.105
H  -4.74132  0.35376  2.27091  0.112
H  2.04583  -1.94236  1.21287  0.042
H  1.65059  -3.63916  0.86419  0.073
H  2.46005  -3.19405  2.37479  0.095
H  0.50915  -0.56933  2.91091  0.020
H  1.40182  -1.69927  3.94276  0.084
H  -0.34709  -1.56030  4.10071  0.086
H  0.01368  -4.86243  2.48443  0.072
H  -1.03341  -3.90424  3.54901  0.084
H  0.67060  -4.11538  3.93667  0.097
F  4.68842  2.31050  -0.46643  0.069
C  5.65489  1.57606  0.11906  -0.220
C  5.56173  1.26966  1.46819  -0.120
C  6.58669  0.50556  2.00374  -0.207
F  6.60242  0.18271  3.30036  0.115
C  7.64677  0.06393  1.23576  -0.135
F  8.61948  -0.65916  1.77619  0.147
C  7.69132  0.37414  -0.11078  -0.126
F  8.68892  -0.06821  -0.85747  0.158
C  6.69051  1.14033  -0.67997  -0.140
F  6.72744  1.43337  -1.97629  0.136
Ge  4.00264  1.98210  2.42227  0.768
S  2.07364  1.21709  1.67252  0.553
C  3.99417  1.41774  4.28624  -0.144
C  3.92888  0.05329  4.52102  -0.252
F  3.92522  -0.79982  3.47770  0.063
C  3.84527  -0.48074  5.78564  -0.140
F  3.76167  -1.79495  5.97304  0.136
C  3.82227  0.37903  6.86909  -0.123
F  3.73642  -0.11056  8.09304  0.161
C  3.86537  1.74754  6.67559  -0.133
F  3.82181  2.56105  7.72090  0.150
C  3.93108  2.25198  5.39074  -0.205
F  3.91761  3.57770  5.25390  0.118
C  4.19702  3.90485  2.20806  -0.140
C  3.35634  4.68268  1.43885  -0.221
F  2.30613  4.12270  0.81241  0.055
C  3.56704  6.03454  1.26571  -0.136
F  2.75227  6.76113  0.50875  0.141
C  4.64966  6.63053  1.88737  -0.122
F  4.85907  7.92726  1.74126  0.160
C  5.52085  5.87682  2.65542  -0.133
F  6.56038  6.45798  3.23936  0.149
C  5.28817  4.52494  2.79461  -0.226
F  6.15241  3.80518  3.52003  0.110

Atoms 1-2, force components in eV/Å:
-0.43 -0.20 -0.41
-0.03 -0.03 0.00

Molecular weight = 1098.17 g mol⁻¹
2S+1 = 5
LUMO (alpha / beta) = -0.094 / -0.199 Eh
HOMO level (alpha / beta) = -9.7 / -10.4 eV
Kohn-Sham gap (alpha / beta) = 7.1 / 5.0 eV
Net charge = +1


Number 1: energy -52811.4592 eV. Number 2: energy -212235.3063 eV.